Density functional theory data (the ωB97M-V functional and the def2-TZVPD basis) for an isolated ion of composition C2H6N2P and charge +1 in a non-equilibrium geometry.

The geometry in ORCA input format:
```
! wB97M-V def2-TZVPD RIJCOSX def2/J DEFGRID3
* xyz 1 1
C -0.619 0.987 -0.103
N -0.881 -0.295 -0.136
C 0.302 -1.079 -0.348
P 1.814 0.013 -0.027
N 0.616 1.393 -0.224
H -1.375 1.656 -0.217
H -1.791 -0.657 -0.085
H 0.525 -1.846 0.280
H 0.258 -1.408 -1.419
H 1.626 0.195 1.427
H 0.942 2.277 -0.255
*
```

Molar mass in Da: 89.06
Structure (SMILES): C1=[NH+]CPN1
DFT total energy in eV: -14432.967
HOMO energy in eV: -14.794
HOMO-LUMO gap in eV: 10.94
Largest force on an atom in eV/A: 4.8